{"formula": "C6H3O5Zn", "method": "ωB97M-V/def2-TZVPD", "homo_lumo_gap_ev": 5.4903, "fmax_ev_per_a": 3.479, "energy_ha": -2384.457839, "homo_energy_ev": -22.31, "charge": 3, "symbols": ["C", "C", "O", "C", "O", "H", "Zn", "O", "C", "C", "O", "O", "C", "H", "H"], "coordinates": [[1.93457, -0.64730, 0.27417], [0.64726, -1.31403, 0.16606], [0.51269, -3.41512, -1.21579], [0.56625, -2.43594, -0.66884], [2.11209, 0.41612, -0.33015], [2.76637, -1.16286, 0.77709], [3.32425, 1.64700, -0.66436], [-1.27940, 1.52676, 1.04309], [-1.70318, 1.25726, -0.31136], [-0.57360, 0.53701, 1.46557], [-2.28610, 2.03837, -0.96290], [-1.20616, 0.07121, -0.62550], [-0.56462, -0.51341, 0.48691], [-0.18172, 0.53602, 2.48364], [-0.52855, -1.62949, 1.19180]], "forces_ev_per_a": [[0.035, -3.443, -0.137], [1.462, 0.493, -0.886], [0.042, 0.754, -0.279], [-0.062, -0.859, 1.704], [-0.968, 1.550, -0.105], [-0.040, 0.157, -0.073], [1.592, 1.497, -0.449], [1.140, -0.888, 1.589], [-1.740, 2.304, -1.940], [-1.011, 0.469, -0.003], [0.843, -1.219, 1.138], [0.029, -2.090, 0.351], [0.682, -0.579, -0.042], [-0.039, 0.152, -0.030], [-1.964, 1.703, -0.838]]}